Record 1
{
  "formula": "C3H6S3",
  "method": "ωB97M-V/def2-TZVPD",
  "species": ["C", "C", "S", "C", "S", "S", "H", "H", "H", "H", "H", "H"],
  "xyz": [[0.1385, -1.6859, -0.3762], [0.6291, -0.3221, -0.6709], [1.7987, 0.3429, 0.5306], [-0.0093, 0.7645, 0.1362], [-1.3002, 0.4762, 1.3852], [-0.2783, 2.3449, -0.7374], [-0.0538, -1.9911, 0.6160], [0.8124, -2.5124, -0.9091], [-0.9144, -1.9541, -0.8626], [0.7250, -0.2099, -1.7453], [-1.0155, 1.6347, 2.1927], [-0.5323, 3.1125, 0.4408]],
  "mulliken_charge": [-1.3551, -0.0198, -0.1135, 0.0809, -0.1702, -0.1756, 0.4745, 0.2816, 0.3025, 0.4266, 0.1312, 0.1369],
  "e_above_lowest_kcal_mol": 33.9,
  "homo_lumo_gap_ev": 9.06,
  "spin_multiplicity": 1,
  "homo_ev": -8.71,
  "total_charge": 0
}

***

Record 2
{
  "formula": "C3H7BCl2O",
  "method": "ωB97M-V/def2-TZVPD",
  "species": ["C", "C", "C", "O", "B", "Cl", "Cl", "H", "H", "H", "H", "H", "H", "H"],
  "xyz": [[0.7114, 1.1696, 0.5304], [-0.2704, 0.8223, -0.5414], [-1.2632, -0.1397, 0.0927], [-0.6750, -1.3262, 0.5832], [0.4663, -1.8219, -0.0898], [2.0308, -1.9675, 0.7509], [0.4168, -2.3383, -1.8473], [1.4431, 1.8922, 0.2078], [0.2026, 1.5366, 1.4357], [1.2624, 0.2570, 0.8162], [0.2324, 0.3204, -1.3632], [-0.8051, 1.7064, -0.8918], [-1.7403, 0.3459, 0.9547], [-2.0121, -0.4567, -0.6381]],
  "mulliken_charge": [-0.7232, -0.3817, -0.4528, -0.4393, 0.6430, -0.2076, -0.2148, 0.3199, 0.2951, 0.0493, 0.1610, 0.3318, 0.3324, 0.2869],
  "homo_lumo_gap_ev": 11.48,
  "spin_multiplicity": 1,
  "homo_ev": -10.85,
  "total_charge": 0
}

***

Values for max |F|, eV Å⁻¹, ordered as above
5.37, 3.62